Entry 1:
{
  "formula": "C5H11NO",
  "method": "wB97M-V/def2-TZVPD",
  "elements": ["C", "N", "C", "C", "C", "C", "H", "H", "H", "H", "H", "H", "H", "H", "H", "H", "H", "O"],
  "coordinates": [[-0.315, -1.531, 0.404], [2.142, 0.084, 0.986], [1.512, 0.182, -0.198], [0.393, -0.601, -0.488], [-0.091, -0.652, -1.858], [0.669, -0.324, -2.915], [-0.632, -2.394, -0.201], [-1.381, -1.303, 0.567], [0.046, -1.952, 1.334], [1.468, -0.189, 1.692], [2.500, 1.022, 1.156], [1.781, 0.947, -0.913], [-1.037, -1.173, -1.943], [1.669, 0.080, -2.823], [0.322, -0.432, -3.934], [-2.892, 2.943, 2.739], [-2.922, 1.438, 2.940], [-3.498, 2.198, 2.819]],
  "lowdin_spin": [0.03, 0.21, 0.21, 0.24, 0.03, 0.22, 0.01, 0.01, 0.00, 0.01, 0.01, 0.00, 0.00, 0.01, 0.01, 0.00, 0.00, 0.00],
  "lumo_energy_ev": [-4.45, -7.07],
  "total_charge": 1,
  "homo_ev": [-13.81, -13.99],
  "homo_lumo_gap_ev": [9.4, 6.9],
  "e_above_lowest_kcal_mol": 35.8,
  "multiplicity": 2
}

=====

Entry 2:
{
  "formula": "C11H18NO",
  "method": "wB97M-V/def2-TZVPD",
  "elements": ["C", "C", "C", "C", "C", "C", "C", "C", "C", "C", "C", "N", "O", "H", "H", "H", "H", "H", "H", "H", "H", "H", "H", "H", "H", "H", "H", "H", "H", "H", "H"],
  "coordinates": [[0.311, -4.221, 0.962], [-0.943, -3.640, 0.891], [1.460, -3.472, 0.779], [-1.072, -2.269, 0.634], [1.375, -2.097, 0.528], [0.109, -1.643, 0.480], [1.015, 2.496, -1.398], [0.519, 0.163, -2.227], [-1.467, 1.135, -0.178], [-0.157, 0.984, 2.434], [0.880, 1.020, -1.021], [-0.079, 0.824, 0.067], [0.461, 1.373, 1.230], [0.391, -5.278, 1.165], [-1.839, -4.223, 1.041], [2.438, -3.926, 0.833], [-2.041, -1.803, 0.573], [2.258, -1.496, 0.394], [0.112, 2.868, -1.875], [1.227, 3.093, -0.514], [1.842, 2.608, -2.095], [0.253, -0.847, -1.925], [1.379, 0.094, -2.888], [-0.300, 0.596, -2.795], [-2.102, 0.683, 0.584], [-1.629, 2.217, -0.169], [-1.748, 0.732, -1.146], [-1.158, 1.399, 2.546], [0.485, 1.383, 3.216], [-0.191, -0.106, 2.507], [1.839, 0.688, -0.608]],
  "lowdin_charge": [-0.05, -0.03, -0.03, -0.04, -0.03, 0.07, -0.03, -0.04, -0.01, -0.05, -0.39, -0.14, -0.12, 0.12, 0.13, 0.13, 0.12, 0.13, 0.09, 0.09, 0.10, 0.07, 0.10, 0.09, 0.09, 0.12, 0.10, 0.09, 0.11, 0.09, 0.14],
  "lumo_energy_ev": [-5.35, -5.34],
  "total_charge": 1,
  "homo_ev": [-13.24, -13.25],
  "homo_lumo_gap_ev": [7.9, 7.9],
  "e_above_lowest_kcal_mol": 92.3
}

=====

Entry 3:
{
  "formula": "C27H27O9",
  "method": "wB97M-V/def2-TZVPD",
  "elements": ["C", "C", "C", "O", "C", "O", "C", "C", "C", "C", "C", "C", "C", "C", "C", "O", "O", "H", "H", "H", "H", "H", "H", "H", "H", "H", "H", "H", "H", "C", "C", "O", "C", "C", "C", "C", "C", "C", "C", "C", "C", "O", "C", "O", "O", "C", "C", "O", "H", "H", "H", "H", "H", "H", "H", "H", "H", "H", "H", "H", "H", "H", "H"],
  "coordinates": [[3.290, -2.146, -3.460], [3.517, -1.898, -1.983], [4.891, -2.423, -1.560], [3.481, -0.485, -1.663], [2.271, 0.127, -1.495], [2.226, 1.321, -1.256], [1.068, -0.729, -1.557], [-0.159, -0.129, -1.555], [-1.419, -0.778, -1.834], [-1.512, -1.958, -2.615], [-2.734, -2.599, -2.784], [-3.877, -2.128, -2.130], [-3.822, -0.914, -1.437], [-2.639, -0.187, -1.429], [1.252, -2.142, -1.165], [0.360, -2.859, -0.766], [2.547, -2.601, -1.170], [2.336, -1.730, -3.800], [4.114, -1.684, -4.015], [3.317, -3.228, -3.642], [5.063, -2.216, -0.499], [4.936, -3.503, -1.731], [5.662, -1.931, -2.158], [-0.141, 0.947, -1.490], [-0.617, -2.337, -3.106], [-2.781, -3.486, -3.416], [-4.800, -2.710, -2.147], [-4.697, -0.526, -0.914], [-2.620, 0.845, -1.081], [-3.243, -2.674, 2.756], [-1.804, -2.298, 2.984], [-1.328, -1.401, 1.928], [-0.626, -0.343, 2.387], [-0.580, 0.826, 1.475], [-1.844, 1.493, 1.293], [-1.799, 2.799, 0.546], [-0.798, 3.118, -0.382], [-0.764, 4.365, -1.006], [-1.656, 5.358, -0.603], [-2.653, 5.061, 0.335], [-2.775, 3.764, 0.834], [-2.902, 1.032, 1.743], [0.571, 1.672, 1.808], [0.530, 2.852, 2.145], [1.714, 0.954, 1.832], [2.775, 1.697, 2.476], [3.688, 0.694, 3.110], [-0.154, -0.279, 3.513], [-3.462, -3.592, 3.308], [-3.887, -1.887, 3.159], [-3.479, -2.824, 1.702], [-1.712, -1.754, 3.930], [-1.151, -3.176, 2.980], [-0.010, 2.404, -0.604], [-0.008, 4.547, -1.776], [-1.568, 6.366, -1.010], [-3.338, 5.834, 0.686], [-3.579, 3.484, 1.516], [3.269, 2.297, 1.700], [2.322, 2.341, 3.240], [4.632, 1.176, 3.360], [3.231, 0.339, 4.037], [3.872, -0.159, 2.456]],
  "lowdin_charge": [0.01, -0.52, 0.01, 0.08, -0.40, 0.11, -0.04, 0.09, -0.17, -0.03, -0.09, -0.09, -0.06, 0.00, -0.40, 0.13, 0.07, 0.09, 0.10, 0.10, 0.10, 0.09, 0.09, 0.10, 0.11, 0.10, 0.10, 0.11, 0.11, -0.08, -0.21, 0.00, -0.45, -0.04, -0.38, -0.15, -0.05, -0.08, -0.11, -0.09, -0.02, 0.02, -0.48, 0.07, -0.02, -0.23, -0.08, 0.08, 0.07, 0.08, 0.07, 0.11, 0.12, 0.08, 0.10, 0.09, 0.09, 0.11, 0.13, 0.12, 0.07, 0.08, 0.07],
  "lumo_energy_ev": 1.85,
  "total_charge": -1,
  "homo_ev": -4.08,
  "homo_lumo_gap_ev": 5.9
}

=====

Entry 4:
{
  "formula": "C4H9N2",
  "method": "wB97M-V/def2-TZVPD",
  "elements": ["C", "N", "N", "C", "C", "C", "H", "H", "H", "H", "H", "H", "H", "H", "H"],
  "coordinates": [[2.386, 1.002, -0.368], [1.657, 0.331, 0.396], [0.517, -0.382, 0.209], [0.388, -1.658, 0.483], [-0.820, 0.302, -0.455], [-2.027, 0.272, 0.419], [3.254, 1.472, -0.028], [2.142, 1.118, -1.519], [1.280, -2.286, 0.721], [-0.500, -2.131, 0.344], [-0.583, 1.372, -0.601], [-0.883, -0.332, -1.321], [-2.731, 0.826, -0.218], [-2.215, -0.768, 0.545], [-1.865, 0.862, 1.395]],
  "lowdin_charge": [0.07, 0.03, -0.09, 0.20, -0.11, -0.07, 0.07, 0.14, 0.14, 0.07, 0.13, 0.12, 0.11, 0.06, 0.13],
  "lumo_energy_ev": -5.12,
  "total_charge": 1,
  "homo_ev": -14.74,
  "homo_lumo_gap_ev": 9.6,
  "e_above_lowest_kcal_mol": 94.7,
  "smiles": "C=N[N+](=C)CC"
}

=====

Entry 5:
{
  "formula": "C14H39HgO6",
  "method": "wB97M-V/def2-TZVPD",
  "elements": ["Hg", "O", "H", "C", "C", "O", "H", "H", "H", "H", "H", "H", "C", "C", "C", "O", "H", "H", "H", "H", "H", "H", "H", "H", "C", "C", "C", "O", "H", "H", "H", "H", "H", "H", "H", "H", "C", "C", "C", "O", "H", "H", "H", "H", "H", "H", "H", "H", "C", "C", "C", "O", "H", "H", "H", "H", "H", "H", "H", "H"],
  "coordinates": [[-7.741, -12.421, -10.045], [-9.632, -11.665, -10.652], [-10.149, -12.190, -11.429], [-8.731, -10.698, -5.473], [-9.050, -11.843, -6.352], [-7.867, -12.625, -6.484], [-8.060, -11.105, -4.680], [-9.592, -10.191, -4.956], [-8.116, -9.951, -5.978], [-9.335, -11.477, -7.352], [-9.826, -12.588, -6.023], [-7.474, -12.710, -5.616], [-8.018, -15.831, -5.156], [-6.661, -16.442, -5.562], [-5.883, -16.947, -4.374], [-6.714, -17.582, -6.558], [-7.971, -15.007, -4.392], [-8.654, -16.650, -4.803], [-8.469, -15.381, -6.081], [-6.095, -15.645, -6.060], [-6.330, -17.816, -3.893], [-5.661, -16.171, -3.694], [-4.959, -17.439, -4.757], [-7.036, -17.100, -7.331], [-5.207, -13.215, -13.927], [-6.504, -13.916, -13.579], [-6.353, -15.340, -13.083], [-7.250, -13.088, -12.595], [-5.383, -12.442, -14.655], [-4.469, -13.941, -14.361], [-4.764, -12.770, -13.054], [-7.155, -13.987, -14.480], [-5.631, -15.415, -12.268], [-5.916, -15.991, -13.871], [-7.352, -15.679, -12.854], [-7.974, -12.716, -13.054], [-4.300, -12.946, -7.527], [-5.124, -12.694, -8.774], [-4.299, -13.212, -9.915], [-6.415, -13.482, -8.751], [-3.293, -12.781, -7.815], [-4.437, -13.998, -7.271], [-4.641, -12.341, -6.678], [-5.439, -11.633, -8.955], [-3.828, -14.131, -9.668], [-3.634, -12.335, -10.110], [-4.857, -13.377, -10.845], [-6.875, -13.196, -7.949], [-5.985, -8.615, -12.635], [-6.578, -9.116, -11.340], [-8.053, -8.937, -11.257], [-6.225, -10.561, -11.179], [-4.942, -8.773, -12.618], [-6.229, -7.555, -12.679], [-6.490, -9.038, -13.545], [-6.066, -8.706, -10.427], [-8.519, -9.751, -11.867], [-8.304, -7.942, -11.670], [-8.572, -8.969, -10.299], [-5.822, -10.806, -12.067]],
  "lowdin_charge": [1.31, -0.50, 0.06, -0.08, -0.30, -0.14, 0.09, 0.11, 0.08, 0.11, 0.14, 0.08, -0.06, -0.45, -0.07, -0.06, 0.09, 0.09, 0.07, 0.11, 0.09, 0.06, 0.10, 0.07, -0.05, -0.44, -0.05, -0.14, 0.08, 0.11, 0.05, 0.15, 0.08, 0.10, 0.08, 0.05, -0.02, -0.44, -0.05, -0.19, 0.08, 0.09, 0.09, 0.13, 0.09, 0.12, 0.06, 0.02, -0.05, -0.45, -0.08, -0.18, 0.07, 0.09, 0.11, 0.15, 0.08, 0.10, 0.08, 0.09],
  "lumo_energy_ev": -3.78,
  "total_charge": 1,
  "homo_ev": -12.52,
  "homo_lumo_gap_ev": 8.7,
  "e_above_lowest_kcal_mol": 5.0
}

=====

Entry 6:
{
  "formula": "C6H13F2OP",
  "method": "wB97M-V/def2-TZVPD",
  "elements": ["C", "C", "C", "C", "C", "C", "O", "F", "F", "P", "H", "H", "H", "H", "H", "H", "H", "H", "H", "H", "H", "H", "H"],
  "coordinates": [[-0.161, 1.096, -1.628], [-2.745, 0.431, -2.120], [1.661, -1.950, 2.118], [2.230, 0.786, 1.905], [-1.327, 0.106, -1.506], [-1.595, -0.129, -0.038], [2.718, -1.145, -0.193], [-2.406, -1.211, 0.322], [-1.942, 0.967, 0.676], [1.790, -0.642, 0.846], [-0.442, 2.025, -1.173], [0.847, 0.787, -1.233], [-0.055, 1.555, -2.624], [-2.565, 0.584, -3.175], [-3.501, -0.253, -1.929], [-3.138, 1.471, -1.806], [1.369, -2.970, 1.673], [2.560, -2.259, 2.478], [0.874, -1.761, 3.011], [1.690, 0.669, 2.865], [3.259, 0.922, 1.977], [2.045, 1.833, 1.577], [-1.166, -0.910, -2.024]],
  "lowdin_spin": [0.02, 0.04, 0.08, 0.10, 0.07, 0.64, 0.29, 0.11, 0.13, 0.47, 0.00, 0.01, 0.00, 0.01, 0.00, 0.00, 0.00, 0.01, 0.00, 0.00, 0.01, 0.00, 0.00],
  "lumo_energy_ev": [0.84, -1.23],
  "total_charge": 0,
  "homo_ev": [-7.70, -10.42],
  "homo_lumo_gap_ev": [8.5, 9.2],
  "e_above_lowest_kcal_mol": 0.0,
  "multiplicity": 3
}